Entry from the OMol25 dataset: a cluster of 2 separate species, C6H8N2O3S in total in a non-equilibrium geometry (ωB97M-V with the def2-TZVPD basis set).

ORCA input file:
```
! RIJCOSX wB97M-V def2-TZVPD def2/J DEFGRID3
* xyz 0 1
C 0.6996 0.3150 -1.2426
C 0.3353 -1.8807 0.4433
C -0.2270 2.3002 -0.8974
C 0.0193 -1.0575 2.3974
C 0.8701 2.3193 -2.0453
C -1.2709 -1.4738 1.7263
N -0.1677 0.8456 -0.4573
N 0.9955 -1.3928 1.4047
O 0.0470 -2.8951 -2.0095
O 1.2264 0.9244 -2.2404
O -0.9643 -2.0048 0.4479
S 1.0963 -2.2571 -1.1774
H -0.0787 2.9803 -0.1067
H -1.2838 2.3067 -1.2820
H 0.0677 0.0276 2.7504
H 0.1919 -1.7762 3.2280
H 0.4976 2.6791 -2.9587
H 1.6799 2.9402 -1.7112
H -1.8304 -2.2641 2.1623
H -1.9036 -0.6363 1.5683
*
```

LUMO (alpha / beta) = -1.1 / -1.1 eV
HOMO-LUMO gap (alpha / beta) = 0.2884 / 0.2932 hartree
Highest occupied orbital energy (alpha / beta) = -8.90 / -9.11 eV
Energy relative to the best compared isomer or geometry (same formula, charge and spin) = 5.2779 eV


Entry from the OMol25 dataset: a structure of composition C6H8N2O5Sn in a non-equilibrium geometry (ωB97M-V with the def2-TZVPD basis set).

ORCA input file:
```
! RIJCOSX wB97M-V def2-TZVPD def2/J DEFGRID3
* xyz 2 1
Sn -0.4654 0.1078 -1.6982
O -0.4189 3.3054 -1.5479
C -0.4232 2.1370 -1.6069
C -0.4174 -1.9271 -1.6051
O -0.4125 -3.0935 -1.5469
C 1.6089 0.1109 -1.7282
O 2.8038 0.1108 -1.5868
C -2.4573 0.1041 -1.6346
O -3.6222 0.1018 -1.6051
H -0.4126 0.5534 -3.4791
H -0.4116 -0.3407 -3.4785
C 1.8554 0.6393 2.4755
N 0.5754 -0.1170 2.4353
C -0.1585 -0.3480 1.4081
N -1.3246 -1.0170 1.3673
O 0.4245 0.2113 0.3129
H 2.1418 0.9904 1.4988
H 2.6189 -0.0194 2.8624
H 1.7274 1.4769 3.1413
H 0.2367 -0.4708 3.2740
H -1.8544 -1.1699 0.5214
H -1.6141 -1.3458 2.2203
*
```

LUMO (alpha / beta) = -9.5 / -9.5 eV
HOMO-LUMO gap (alpha / beta) = 0.1805 / 0.1771 hartree
Highest occupied orbital energy (alpha / beta) = -14.43 / -14.36 eV


Entry from the OMol25 dataset: an isolated molecule of C6H8N2S in a non-equilibrium geometry (ωB97M-V with the def2-TZVPD basis set).

ORCA input file:
```
! RIJCOSX wB97M-V def2-TZVPD def2/J DEFGRID3
* xyz 0 1
C 1.5332 0.2178 0.5555
C -0.0670 -0.9813 -0.9713
C 0.9111 1.3988 0.3487
C -0.5899 0.4394 -1.2803
C 1.3501 -1.0270 -0.2716
C -0.0827 1.5138 -0.6364
N -2.3378 0.0500 1.9606
N -1.5719 -0.1173 1.0669
S -1.4001 -1.5776 0.1272
H 2.4287 0.1437 1.1433
H -0.3104 -1.6096 -1.8431
H 1.2196 2.2571 0.9006
H -1.4673 0.2967 -1.8541
H 2.0556 -0.7246 -1.1228
H 1.7486 -1.8754 0.2249
H -0.5676 2.4560 -0.7803
H -2.8521 -0.8604 2.4321
*
```

LUMO = 0.6 eV
HOMO-LUMO gap = 0.3211 hartree
Highest occupied orbital energy = -8.11 eV
SMILES string = [H]/N=N\S[C@H]1C=CC=CC1
Energy relative to the best compared isomer or geometry (same formula, charge and spin) = 3.8131 eV


Entry from the OMol25 dataset: a cluster of 2 separate species, C6H8N4 in total in a non-equilibrium geometry (ωB97M-V with the def2-TZVPD basis set).

ORCA input file:
```
! RIJCOSX wB97M-V def2-TZVPD def2/J DEFGRID3
* xyz 0 1
N -1.7258 2.8169 0.1315
C -2.2008 2.1001 -0.8869
C -0.3785 2.6057 -0.0451
C -0.0518 1.7190 -1.0224
N -1.2602 1.3247 -1.5858
H -3.2558 1.8730 -1.0399
H 0.4009 2.9435 0.6380
H 0.9317 1.3304 -1.2869
H -1.3591 0.5432 -2.2385
N 1.1755 -2.4202 2.1394
C 0.2329 -2.7319 1.2678
C 2.0245 -1.5924 1.4340
C 1.4510 -1.2940 0.2037
N 0.3804 -2.1642 0.0965
H -0.6839 -3.2870 1.4662
H 2.8721 -1.0875 1.8973
H 1.7988 -0.5935 -0.5556
H -0.3521 -2.0858 -0.6132
*
```

LUMO = 0.2 eV
HOMO-LUMO gap = 0.3347 hartree
Highest occupied orbital energy = -8.86 eV
SMILES string = c1c[nH]cn1.c1c[nH]cn1
Energy relative to the best compared isomer or geometry (same formula, charge and spin) = 1.0257 eV


Entry from the OMol25 dataset: an isolated molecule of C6H8N4 in a non-equilibrium geometry (ωB97M-V with the def2-TZVPD basis set).

ORCA input file:
```
! RIJCOSX wB97M-V def2-TZVPD def2/J DEFGRID3
* xyz 0 1
C 0.9830 0.0312 -0.0894
C -0.1176 -0.0817 0.8963
C -0.5346 -1.2094 1.3369
C -0.2971 0.6984 -2.2030
C -0.5717 1.2785 1.4099
C -1.0750 -2.3862 1.7008
N 2.2538 -0.1976 0.1422
N 2.8689 -0.0379 -1.0243
N 2.1333 0.2163 -1.9701
N 0.8791 0.3096 -1.4268
H -0.5249 1.7320 -1.9880
H 0.0108 0.4873 -3.2651
H -0.3833 1.9254 0.5496
H -0.0481 1.4504 2.3707
H -1.7468 1.3853 1.5239
H -0.6301 -2.8696 2.5192
H -1.1444 -0.0211 -1.8035
H -2.0554 -2.7110 1.3207
*
```

LUMO = 0.6 eV
HOMO-LUMO gap = 0.3847 hartree
Highest occupied orbital energy = -9.86 eV
SMILES string = C=C=C(C)c1nnnn1C
Energy relative to the best compared isomer or geometry (same formula, charge and spin) = 3.7695 eV


Entry from the OMol25 dataset: a cluster of 2 separate species, C6H8N4O2 in total in a non-equilibrium geometry (ωB97M-V with the def2-TZVPD basis set).

ORCA input file:
```
! RIJCOSX wB97M-V def2-TZVPD def2/J DEFGRID3
* xyz 0 1
C -1.6950 -0.1381 1.3881
C -0.6645 0.9610 1.5379
C -1.3520 0.2960 -0.8651
C 1.7695 -0.5719 -0.0226
C 1.3179 -1.7264 -0.6455
C 1.7311 0.5717 -0.8125
H -2.7052 0.2525 1.5723
H -1.5077 -0.9864 2.0540
H -0.7123 1.4327 2.5285
H 0.3317 0.5588 1.3745
H -1.4020 -0.0766 -1.8651
H 2.1205 -0.5627 0.9947
H 1.2878 -2.6825 -0.1549
H 2.0593 1.5391 -0.4510
N -1.0439 1.5314 -0.7090
N 0.8836 -1.7033 -1.9141
N 0.8701 -0.5739 -2.5890
N 1.2762 0.5335 -2.0785
O -0.9423 1.9864 0.6026
O -1.6228 -0.6411 0.0545
*
```

LUMO = 0.1 eV
HOMO-LUMO gap = 0.3452 hartree
Highest occupied orbital energy = -9.27 eV
SMILES string = C1=NOCCO1.c1cnnnc1
Energy relative to the best compared isomer or geometry (same formula, charge and spin) = 5.6122 eV


Entry from the OMol25 dataset: an isolated molecule of C6H8N4O2S in a non-equilibrium geometry (ωB97M-V with the def2-TZVPD basis set).

ORCA input file:
```
! RIJCOSX wB97M-V def2-TZVPD def2/J DEFGRID3
* xyz 0 1
C -2.9139 -1.4754 -0.0334
C -1.5229 -1.6785 -0.0547
C -3.1022 -0.1012 0.0864
C -0.9258 -0.4132 0.1618
C 0.9802 1.3750 -0.1559
C 0.4762 -0.1046 0.5515
N 0.2334 2.3727 -0.2235
N -1.9175 0.5147 0.2480
N 2.3141 1.2151 -0.3078
N 1.4322 -1.1015 0.2741
O 3.5382 -0.9338 -1.2189
O 3.8460 -0.2687 1.1504
S 2.9826 -0.3277 -0.0098
H -3.7332 -2.2443 -0.0467
H -1.1051 -2.5920 -0.2048
H -3.8905 0.5616 0.1857
H 0.4531 0.3213 1.4679
H 0.6595 3.1470 -0.8331
H -1.7483 1.4803 0.1839
H 2.9362 1.9221 -0.6734
H 1.0075 -1.6690 -0.5476
*
```

LUMO = 0.4 eV
HOMO-LUMO gap = 0.3181 hartree
Highest occupied orbital energy = -8.25 eV
SMILES string = [H]/N=C1\NS(=O)(=O)N[C@@H]1c1ccc[nH]1
Energy relative to the best compared isomer or geometry (same formula, charge and spin) = 1.8365 eV


Entry from the OMol25 dataset: an isolated molecule of C6H8N4S in a non-equilibrium geometry (ωB97M-V with the def2-TZVPD basis set).

ORCA input file:
```
! RIJCOSX wB97M-V def2-TZVPD def2/J DEFGRID3
* xyz 0 1
C 0.4450 -2.4253 3.3939
C -1.1558 -0.8125 3.3906
C 0.3907 -0.9525 1.7241
C 1.2544 -0.5890 0.0996
C -0.4846 1.0732 -0.4481
C 1.5603 1.0290 -1.7717
N -0.5763 -1.8215 4.0154
N 0.9894 -1.9943 2.2692
N -0.7104 -0.3418 2.2020
N 0.7210 0.3601 -0.6578
S 2.5745 -1.3535 -0.1654
H 1.0033 -3.0799 4.0194
H -1.8804 -0.2257 3.9039
H -0.4460 2.1807 -0.5940
H -1.2060 0.7788 -1.2254
H -0.9801 0.9757 0.4758
H 2.4016 0.3647 -1.9828
H 0.8183 1.1569 -2.6779
H 2.0189 1.9185 -1.3932
*
```

LUMO = 0.1 eV
HOMO-LUMO gap = 0.3096 hartree
Highest occupied orbital energy = -8.31 eV
SMILES string = CN(C)C(=S)c1ncncn1
Energy relative to the best compared isomer or geometry (same formula, charge and spin) = 1.3231 eV


Entry from the OMol25 dataset: a cluster of 2 separate species, C6H8NO in total in a non-equilibrium geometry (ωB97M-V with the def2-TZVPD basis set).

ORCA input file:
```
! RIJCOSX wB97M-V def2-TZVPD def2/J DEFGRID3
* xyz 1 1
C -3.3581 -0.4741 0.1026
C -2.0900 -1.1319 -0.0223
C -3.1341 0.8727 0.0590
C -1.2865 -0.0752 -0.2030
C 2.9456 0.5014 0.6556
C 1.8784 -0.3965 0.2550
N 2.7001 0.2290 -0.7740
O -1.8124 1.1139 -0.1023
H -4.2940 -0.9848 0.2011
H -1.8780 -2.1776 -0.0371
H -3.7921 1.7185 0.1056
H 2.7071 1.5013 0.9918
H 3.8787 0.1162 1.0569
H 1.8713 -1.4673 0.3570
H 2.2792 0.9645 -1.3402
H 3.3848 -0.3100 -1.3057
*
```

LUMO (alpha / beta) = -6.0 / -4.4 eV
HOMO-LUMO gap (alpha / beta) = 0.2250 / 0.2755 hartree
Highest occupied orbital energy (alpha / beta) = -12.13 / -11.87 eV
Energy relative to the best compared isomer or geometry (same formula, charge and spin) = 4.9990 eV


Entry from the OMol25 dataset: a cluster of 2 separate species, C6H8NO4P in total in a non-equilibrium geometry (ωB97M-V with the def2-TZVPD basis set).

ORCA input file:
```
! RIJCOSX wB97M-V def2-TZVPD def2/J DEFGRID3
* xyz -2 1
C -2.0341 0.9859 0.8947
C -0.7511 1.7311 0.6739
C -1.8461 -0.2628 0.4356
C 0.1089 0.8133 0.1578
C 0.0145 -1.7160 -0.2032
C 1.9429 1.0904 -0.7845
N -0.5103 -0.4046 0.0252
O 4.0636 0.8927 0.7409
O 2.1362 -0.6595 1.4918
O 3.4425 -1.1843 -0.6908
O 2.4097 2.2487 -0.6772
P 2.8674 -0.2018 0.2842
H -2.7967 1.4665 1.5292
H -0.5782 2.7494 0.6121
H -2.4400 -1.0998 0.3730
H 1.1047 -1.7876 -0.1269
H -0.3755 -2.3904 0.4638
H -0.3119 -2.0906 -1.2807
H 1.3913 0.9490 -1.6791
H 3.5009 1.5752 0.2562
*
```

LUMO = 6.3 eV
HOMO-LUMO gap = 0.2231 hartree
Highest occupied orbital energy = 0.26 eV
Energy relative to the best compared isomer or geometry (same formula, charge and spin) = 0.0000 eV


Entry from the OMol25 dataset: a structure of composition C6H8NS in a non-equilibrium geometry (ωB97M-V with the def2-TZVPD basis set).

ORCA input file:
```
! RIJCOSX wB97M-V def2-TZVPD def2/J DEFGRID3
* xyz 1 1
C 0.3450 -1.1361 -0.9887
C -0.4555 -0.3195 1.0968
C -1.5598 1.6339 0.1473
C 0.8122 -1.0232 0.4997
C 0.4286 0.4625 -0.8194
C 1.7731 -0.0069 -0.0558
N -0.7143 0.7008 0.1711
S 3.2944 0.4600 0.0897
H 0.9296 -1.6556 -1.7233
H -0.6346 -1.5047 -1.0974
H -1.3223 -0.9554 0.8727
H -0.5975 0.0216 2.1242
H -1.7366 2.2607 -0.6894
H -2.2483 1.6110 1.0213
H 1.2057 -1.9116 0.9104
H 0.4804 1.3625 -1.5592
*
```

LUMO = -4.9 eV
HOMO-LUMO gap = 0.2875 hartree
Highest occupied orbital energy = -12.75 eV
Energy relative to the best compared isomer or geometry (same formula, charge and spin) = 2.5045 eV


Entry from the OMol25 dataset: an isolated molecule of C6H8O2 in a non-equilibrium geometry (ωB97M-V with the def2-TZVPD basis set).

ORCA input file:
```
! RIJCOSX wB97M-V def2-TZVPD def2/J DEFGRID3
* xyz 0 1
C 1.7791 -1.7009 -0.1627
C 0.5517 -0.7997 -0.6791
C -1.5274 -0.4943 0.7274
C -1.0717 0.9725 -0.0059
C -0.0168 2.0962 -0.0396
C 0.5695 0.6822 -0.0074
H 1.3291 -1.8486 0.8515
H 0.8404 -0.8301 -1.8550
H -2.5968 -0.4923 0.4747
H -1.3572 -0.7815 1.9545
H -1.5323 0.7457 -1.0617
H -0.1589 2.8464 -0.9895
H 0.2794 2.9822 0.6585
H 0.9300 0.6497 0.9704
O 2.6263 -2.5839 -0.6245
O -0.6445 -1.4435 -0.2114
*
```

LUMO = 0.3 eV
HOMO-LUMO gap = 0.3500 hartree
Highest occupied orbital energy = -9.27 eV
SMILES string = O=C[C@H]1OC[C@H]2C[C@@H]21
Energy relative to the best compared isomer or geometry (same formula, charge and spin) = 8.3308 eV


Sequential M output: 188.21; 306.85; 140.21; 136.16; 136.16; 168.16; 200.22; 168.23; 110.14; 189.11; 126.20; 112.13 g mol⁻¹